Below is a structure of composition C24H43N2OP3Yb, with properties calculated with ωB97M-V/def2-TZVPD.

```
74
Properties=species:S:1:pos:R:3:forces:R:3:mulliken_spin:R:1
Yb -0.369673 -0.218005 0.507350 1.885 -0.035 1.744 0.99
P 2.186599 0.582654 2.075338 0.526 0.950 1.354 0.00
P -0.487380 2.150088 -0.843182 -1.557 1.579 -0.836 0.00
P 1.987217 -0.749478 -1.000078 0.457 -0.605 -1.444 0.00
H -1.347567 -3.417883 0.973736 0.541 -0.134 -0.059 0.00
C -0.257588 -3.463548 0.797408 0.021 0.338 -0.250 0.00
C 0.637416 -3.338167 1.796509 -0.057 0.611 -0.175 0.00
H 0.330852 -3.078809 2.819455 0.148 -0.330 -0.392 0.00
C 1.914703 0.935352 3.873011 -0.515 -0.188 -0.100 0.00
C 2.985628 2.193268 1.648679 -0.524 -0.134 -0.509 0.00
C 3.708753 -0.416046 2.312335 -0.380 -0.509 -0.466 0.00
C -1.897233 1.603153 -1.870849 0.529 -0.635 -0.114 0.00
C -1.424453 3.358615 0.146997 0.543 -0.113 0.878 0.00
C 0.459747 3.198535 -1.985651 1.027 -0.528 0.164 0.00
C 2.891219 -2.342903 -0.881584 -0.162 -0.158 0.625 0.00
C 3.368637 0.346680 -1.513829 -0.239 0.461 0.470 0.00
C 1.182048 -1.025936 -2.615400 -0.143 0.145 0.060 0.00
H 0.054979 -3.745306 -0.224215 -0.229 0.070 0.618 0.00
H 1.718741 -3.468279 1.629597 -0.631 -0.010 0.097 0.00
H 1.444780 0.055475 4.337284 0.164 0.301 0.044 0.00
H 1.244809 1.798765 4.005385 0.279 -0.339 0.012 0.00
H 2.884671 1.136613 4.360890 -0.461 -0.070 -0.250 0.00
H 2.236133 2.989754 1.721526 0.206 -0.021 -0.010 0.00
H 3.374578 2.168848 0.626031 0.027 0.135 0.200 0.00
H 3.801218 2.393571 2.354844 -0.220 -0.087 -0.173 0.00
H 3.438991 -1.377825 2.755419 0.171 0.018 -0.009 0.00
H 4.359006 0.128569 3.002788 -0.081 -0.090 -0.172 0.00
H 4.231462 -0.592042 1.370621 0.059 -0.012 0.133 0.00
H -2.397746 2.446979 -2.372931 0.150 -0.315 0.304 0.00
H -2.614792 1.020437 -1.276318 -0.208 0.237 -0.020 0.00
H -1.460382 0.912997 -2.593447 -0.159 0.282 -0.167 0.00
H -2.024999 4.059751 -0.458626 0.374 -0.408 0.176 0.00
H -0.695855 3.888190 0.768385 -0.306 0.292 -0.024 0.00
H -2.064356 2.786963 0.832013 -0.148 0.313 -0.087 0.00
H -0.118967 4.020778 -2.423634 -0.095 -0.333 0.252 0.00
H 0.896810 2.576503 -2.771930 -0.177 0.117 -0.103 0.00
H 1.311332 3.597125 -1.426316 -0.105 0.223 -0.081 0.00
H 3.299764 -2.601538 -1.872268 -0.150 0.137 0.409 0.00
H 2.205758 -3.133550 -0.540259 0.387 0.154 -0.262 0.00
H 3.711206 -2.252454 -0.154512 -0.219 -0.139 -0.240 0.00
H 3.827718 -0.068392 -2.422156 -0.175 0.047 0.277 0.00
H 4.123820 0.413521 -0.719400 -0.154 0.015 -0.288 0.00
H 2.984956 1.353833 -1.726926 0.216 -0.216 -0.005 0.00
H 1.923429 -1.427370 -3.317887 -0.190 0.090 0.100 0.00
H 0.759949 -0.105330 -3.034534 0.033 -0.188 0.033 0.00
H 0.367849 -1.753145 -2.513303 0.102 0.103 -0.086 0.00
C -1.718278 -1.431177 -4.867288 -0.932 -0.488 -0.742 0.00
C -2.803706 -1.356601 -5.758203 0.585 -0.703 0.513 0.00
C -3.149149 -2.548646 -6.409628 0.408 -0.032 -0.291 0.00
C -2.401605 -3.727899 -6.189381 -0.072 0.063 0.069 0.00
C -1.191428 -3.686779 -5.474380 -0.085 0.580 -0.497 0.00
C -0.779419 -2.472961 -4.905098 -0.882 0.106 0.255 0.00
O -1.657263 -0.533223 -3.820430 -0.918 1.782 0.703 0.00
H -2.530984 -0.031385 -3.683809 1.723 -1.474 -1.093 0.00
H -3.313916 -0.386025 -5.877007 -0.056 -0.769 0.078 0.00
H -3.978142 -2.548690 -7.127400 0.291 -0.113 0.451 0.00
H -2.750353 -4.683704 -6.602651 0.211 0.576 0.084 0.00
H -0.551310 -4.570650 -5.369157 -0.323 0.378 -0.260 0.00
H 0.194686 -2.302955 -4.456256 -0.342 -0.489 0.085 0.00
N -2.513017 -0.844071 4.190016 -0.134 -0.027 -0.027 0.00
C -1.784071 -1.012827 3.068905 -1.076 0.741 1.287 0.00
N -1.255469 0.154468 2.684317 0.380 -0.704 -1.840 0.00
C -1.663017 1.134963 3.609919 0.340 -0.072 -0.161 0.00
C -1.282072 2.482110 3.749471 -0.482 -0.278 0.319 0.00
C -1.814072 3.171923 4.848217 0.185 -0.171 -0.664 0.00
C -2.683149 2.552293 5.774428 -0.006 -0.854 -0.221 0.00
C -2.987377 1.184231 5.639544 -0.308 0.773 0.601 0.00
C -2.481688 0.503764 4.542343 0.575 0.207 0.114 0.00
H -3.000247 -1.548711 4.741654 0.188 0.037 -0.421 0.00
H -1.759677 -1.974661 2.558879 0.233 0.286 0.141 0.00
H -0.592115 2.916663 3.021245 -0.295 0.120 0.395 0.00
H -1.561576 4.220939 4.990865 -0.027 -0.233 -0.039 0.00
H -3.089866 3.153871 6.604206 0.250 -0.557 -0.487 0.00
H -3.595510 0.644749 6.360340 0.007 0.295 0.022 0.00
```
Positions in Å, forces in eV/Å.

Summary:
* Kohn-Sham gap (alpha / beta): 0.168 / 0.118 Eh
* expectation value of S²: 0.751
* total charge: +3
* 2S+1: 2
* energy relative to the best compared isomer or geometry (same formula, charge and spin): 73.8 kJ/mol
* E: -89983.5548 eV
* E_HOMO (alpha / beta): -14.597 / -14.597 eV